[1]
This record from the Open Molecules 2025 dataset describes 2 unconnected molecules or ions with the total composition C4H13N2O2 in a non-equilibrium geometry. The level of theory is the ωB97M-V functional and the def2-TZVPD basis.

As for the spin multiplicity: 2. The calculation puts the LUMO energy (alpha / beta) at 0.484 / 0.425 eV. The orbital gap (alpha / beta) is 3.759 / 10.559 eV.

Bonds (Å) are listed after each position.
CARTESIAN COORDINATES (ANGSTROEM)
1 N -1.011 0.463 -2.082  C2 1.505, H8 1.056, H9 1.045, H10 1.033
2 C -0.191 0.111 -0.869  N1 1.505, C3 1.524, C4 1.517, H11 1.086
3 C -0.737 0.886 0.324  C2 1.524, H12 1.090, H13 1.088, H14 1.086
4 C -0.423 -1.368 -0.630  C2 1.517, N5 1.354, O7 1.223
5 N 0.556 -2.182 -0.168  C4 1.354, C6 1.435, H15 0.976
6 C 1.893 -1.775 0.157  N5 1.435, H16 1.101, H17 1.082, H18 1.088
7 O -1.530 -1.815 -0.894  C4 1.223
8 H -0.766 1.422 -2.450  N1 1.056
9 H -0.766 -0.205 -2.847  N1 1.045
10 H -2.002 0.435 -1.790  N1 1.033
11 H 0.821 0.442 -1.085  C2 1.086
12 H -1.600 0.401 0.781  C3 1.090
13 H -0.106 0.925 1.209  C3 1.088
14 H -1.074 1.887 0.070  C3 1.086
15 H 0.235 -2.983 0.288  N5 0.976
16 H 2.104 -1.521 1.207  C6 1.101
17 H 2.206 -0.896 -0.390  C6 1.082
18 H 2.596 -2.584 -0.029  C6 1.088
19 H 0.349 3.184 2.529  O21 0.960
20 H -0.349 2.695 3.798  O21 0.962
21 O -0.203 2.478 2.872  H19 0.960, H20 0.962

---

[2]
This record from the Open Molecules 2025 dataset describes 2 unconnected molecules or ions with the total composition C4H13N2O2 in a non-equilibrium geometry. The level of theory is the ωB97M-V functional and the def2-TZVPD basis.

The calculation puts the LUMO energy at -3.367 eV. The orbital gap is 9.629 eV. As for the total charge: +1.

Bonds (Å) are listed after each position.
CARTESIAN COORDINATES (ANGSTROEM)
1 O -1.772 -0.372 0.087  C2 1.206
2 C -1.223 0.687 0.267  O1 1.206, C3 1.527, H8 0.991
3 C -0.142 1.176 -0.696  C2 1.527, C4 1.487, N7 1.492, H9 1.083
4 C 1.063 0.364 -0.381  C3 1.487, C5 1.572, H10 1.160, H11 1.111
5 C 1.223 -1.048 -1.052  C4 1.572, N6 1.531, H12 1.090, H13 1.022
6 N 0.210 -2.134 -0.682  C5 1.531, H14 1.035, H15 1.058, H16 1.094
7 N 0.141 2.637 -0.790  C3 1.492, H17 1.046, H18 0.949
8 H -1.236 1.163 1.135  C2 0.991
9 H -0.467 0.880 -1.686  C3 1.083
10 H 1.146 -0.049 0.700  C4 1.160
11 H 1.930 1.056 -0.320  C4 1.111
12 H 2.172 -1.473 -0.725  C5 1.090
13 H 1.260 -1.130 -2.071  C5 1.022
14 H -0.711 -1.764 -0.975  N6 1.035
15 H 0.257 -2.554 0.289  N6 1.058
16 H 0.320 -3.018 -1.317  N6 1.094
17 H -0.518 3.136 -1.433  N7 1.046
18 H 0.245 2.955 0.098  N7 0.949
19 H 0.586 -0.652 3.497  O21 0.935
20 H -0.761 -0.546 2.577  O21 1.021
21 O 0.246 -0.702 2.627  H19 0.935, H20 1.021

---

[3]
This record from the Open Molecules 2025 dataset describes 2 unconnected molecules or ions with the total composition C4H13N2O2 in a non-equilibrium geometry. The level of theory is the ωB97M-V functional and the def2-TZVPD basis.

The calculation puts the LUMO energy at -2.758 eV. The orbital gap is 11.521 eV. As for the total charge: +1.

Bonds (Å) are listed after each position.
CARTESIAN COORDINATES (ANGSTROEM)
1 C 1.704 0.660 -1.903  C2 1.469, H8 1.161, H9 1.152, H10 1.057
2 C 0.845 1.034 -0.772  C1 1.469, C3 1.622, N7 1.523, H11 1.186
3 C 0.294 -0.187 0.143  C2 1.622, C4 1.532, H12 1.099, H13 1.108
4 C -1.023 0.218 0.811  C3 1.532, N5 1.366, O6 1.247
5 N -1.454 -0.551 1.855  C4 1.366, H14 1.059, H15 1.023
6 O -1.605 1.297 0.579  C4 1.247
7 N -0.273 1.887 -1.357  C2 1.523, H16 1.057, H17 1.082, H18 1.210
8 H 1.815 1.544 -2.648  C1 1.161
9 H 1.349 -0.289 -2.451  C1 1.152
10 H 2.661 0.362 -1.567  C1 1.057
11 H 1.502 1.585 0.048  C2 1.186
12 H 0.323 -1.171 -0.344  C3 1.099
13 H 1.031 -0.339 0.956  C3 1.108
14 H -1.056 -1.443 2.264  N5 1.059
15 H -2.282 -0.219 2.358  N5 1.023
16 H -0.861 1.209 -1.914  N7 1.057
17 H 0.056 2.714 -1.973  N7 1.082
18 H -1.043 2.094 -0.447  N7 1.210
19 H 0.090 -3.623 2.308  O21 0.960
20 H -1.422 -3.621 2.147  O21 0.929
21 O -0.651 -3.161 1.907  H19 0.960, H20 0.929